#P
Computed, not measured: an isolated molecule of C6H9NO, with ωB97M-V/def2-TZVPD.

Structure (ORCA input):
```
! wB97M-V def2-TZVPD RIJCOSX def2/J DEFGRID3
* xyz 0 1
C -0.0192 1.5139 -0.3338
C -1.6031 -0.5466 -0.1560
C -0.3299 -1.0648 0.2961
C 0.8806 0.7311 0.6169
C 1.6379 -0.1642 -0.3559
C 0.7852 -1.1578 -0.6620
H 0.4298 1.9248 -1.1957
H -0.0554 2.4613 0.0072
H -2.0191 -1.0341 -1.2314
H -2.3097 -0.8720 0.7911
H -0.5817 -2.1064 0.4596
H -0.8809 0.3742 1.5695
H 1.7658 1.1992 1.1714
H 2.5764 0.0930 -0.6610
H 1.0317 -1.9666 -1.4698
N 0.0902 -0.2680 1.5076
O -1.3985 0.8831 -0.3539
*
```

The molar mass is 111.1 g/mol. Its LUMO energy is 0.95 eV. For the HOMO-LUMO gap, the calculation gives 9.82 eV.

Atomic partial charges in e from the Löwdin method, atoms 1 to 6: C -0.1055; C -0.2001; C -0.4519; C -0.2831; C -0.0520; C -0.0515

---

#Q
Computed, not measured: an isolated molecule of C6H9NO, with ωB97M-V/def2-TZVPD.

Structure (ORCA input):
```
! wB97M-V def2-TZVPD RIJCOSX def2/J DEFGRID3
* xyz 0 1
C 1.0922 -0.2206 1.7026
C 0.6748 -0.4701 -0.8626
C -0.4525 0.3630 -0.9343
N -0.7373 1.3001 -1.9393
C 1.6191 -1.2085 -1.4321
C -2.0260 0.2741 1.1639
O 0.2531 -0.8095 0.6884
C -1.0176 0.0846 0.3154
H -0.9967 2.2155 -1.5943
H -1.4250 0.9794 -2.6102
H 0.5366 -0.2397 2.6390
H 1.9791 -0.8457 1.7781
H 1.3484 0.8067 1.4384
H 1.6511 -1.2709 -2.5101
H 2.4045 -1.6743 -0.8569
H -1.9699 -0.0289 2.1984
H -2.9338 0.7450 0.8156
*
```

The molar mass is 111.1 g/mol. Its LUMO energy is 0.85 eV. For the HOMO-LUMO gap, the calculation gives 7.40 eV.

Atomic partial charges in e from the Löwdin method, atoms 1 to 6: C -0.0191; C -0.1574; C -0.3064; N 0.0704; C 0.0354; C 0.0405

---

#R
Computed, not measured: an isolated molecule of C6H9NO, with ωB97M-V/def2-TZVPD.

Structure (ORCA input):
```
! wB97M-V def2-TZVPD RIJCOSX def2/J DEFGRID3
* xyz 0 1
C -1.2542 0.8120 -0.6020
C 0.0561 0.3751 0.0081
C 2.4015 -0.0731 -0.8930
C 0.1402 -0.0057 1.4712
C 3.4154 -0.8087 -1.6721
C -3.4728 1.2987 -0.2129
N 1.2591 0.1438 -0.6141
O -2.2281 0.7718 0.3301
H 0.1873 0.8860 1.9869
H 0.9749 -0.6096 1.6095
H -0.6980 -0.5969 1.7184
H 4.2758 -1.2077 -1.0945
H 3.8126 -0.2695 -2.5386
H 3.0789 -1.7123 -2.1168
H -3.4861 1.1329 -1.2165
H -3.6438 2.3331 -0.0797
H -4.2740 0.6810 0.2004
*
```

The molar mass is 111.1 g/mol. Its LUMO energy (alpha / beta) is 0.21 / 0.21 eV. For the HOMO-LUMO gap (alpha / beta), the calculation gives 7.61 / 7.61 eV.

Atomic partial charges in e from the Löwdin method, atoms 1 to 6: C -0.0411; C -0.2937; C 0.0036; C -0.0561; C -0.0646; C -0.0755

---

#S
Computed, not measured: a structure of composition C6H9NO, with ωB97M-V/def2-TZVPD.

Structure (ORCA input):
```
! wB97M-V def2-TZVPD RIJCOSX def2/J DEFGRID3
* xyz 0 1
C 1.1260 1.7803 -0.4429
C -0.9469 0.4656 0.8999
C 0.1609 0.6366 -0.5825
N 0.7898 -1.8086 0.3002
C -1.0926 -0.8314 1.3866
C -0.2391 -1.9052 1.1074
C -0.5223 0.4004 -1.7124
O -1.3429 1.5436 1.2240
H 1.2555 -2.6663 0.0382
H 0.6873 -0.6050 -0.2219
H -1.8737 -0.9586 2.1230
H -0.5532 -2.8881 1.4569
H 1.0812 2.2257 0.5531
H 2.1573 1.4524 -0.5916
H 0.9220 2.5915 -1.1459
H -1.2166 -0.4287 -1.7821
H -0.3926 0.9960 -2.6101
*
```

The molar mass is 111.1 g/mol. Its LUMO energy is 0.21 eV. For the HOMO-LUMO gap, the calculation gives 8.54 eV.

Atomic partial charges in e from the Löwdin method, atoms 1 to 6: C -0.0787; C -0.3336; C -0.3318; N 0.0464; C -0.0853; C -0.2053

---

Energies relative to the most stable structure, in eV: #P 1.910; #Q 1.840; #R 2.388; #S 0.000.

---

#P
Computed, not measured: a cluster of 2 separate species, C6H9NO in total, with ωB97M-V/def2-TZVPD.

Structure (ORCA input):
```
! wB97M-V def2-TZVPD RIJCOSX def2/J DEFGRID3
* xyz 0 1
C 2.4274 0.7647 -0.6202
C 1.4819 1.0128 -1.5910
N 0.3553 0.3081 -1.2808
C 0.5401 -0.4516 -0.1152
C 1.8792 -0.2760 0.1832
C -1.7937 -1.0766 -0.2825
C -0.5672 -1.3950 0.1556
H 3.4793 1.1601 -0.5820
H 1.4702 1.5271 -2.5675
H -0.5076 0.4252 -1.7715
H 2.4101 -0.8700 0.9279
H -2.1656 -0.0580 -0.4424
H -2.5828 -1.8406 -0.3981
H -0.2467 -2.3917 0.3944
H -2.5386 0.4799 2.8182
H -1.3384 1.2983 2.6194
O -2.3029 1.3832 2.5525
*
```

The molar mass is 111.1 g/mol. Its LUMO energy is 0.82 eV. For the HOMO-LUMO gap, the calculation gives 8.84 eV.

Atomic partial charges in e from the Löwdin method, atoms 1 to 6: C -0.1034; C -0.1355; N 0.0347; C -0.2685; C -0.0747; C -0.0148

---

#Q
Computed, not measured: an isolated molecule of C6H9NO, with ωB97M-V/def2-TZVPD.

Structure (ORCA input):
```
! wB97M-V def2-TZVPD RIJCOSX def2/J DEFGRID3
* xyz 0 1
C -1.3523 -0.0606 -0.8086
C -2.7242 0.6888 0.9273
C 1.0119 0.1365 -1.1437
C 0.0186 -0.2940 -0.3361
C 2.4637 0.0929 -0.6481
C 0.2872 -0.6426 1.0655
N -2.3551 -0.2291 0.1479
O -1.7094 0.0744 -1.9934
H -3.6982 0.4208 1.3541
H -2.2636 1.6185 0.9818
H 0.8168 0.3538 -2.1432
H 2.5101 -0.7634 0.0082
H 2.6128 1.0456 -0.0686
H 3.1181 -0.0915 -1.5570
H -0.6138 -0.8702 1.6591
H 1.0786 0.1126 1.4986
H 0.7990 -1.5924 1.0562
*
```

The molar mass is 111.1 g/mol. Its LUMO energy is 0.48 eV. For the HOMO-LUMO gap, the calculation gives 9.98 eV.

Atomic partial charges in e from the Löwdin method, atoms 1 to 6: C -0.4439; C 0.0060; C -0.0599; C -0.2513; C -0.0806; C -0.0703

---

#R
Computed, not measured: a structure of composition C6H9NO, with ωB97M-V/def2-TZVPD.

Structure (ORCA input):
```
! wB97M-V def2-TZVPD RIJCOSX def2/J DEFGRID3
* xyz 0 1
C -0.5674 -1.3221 1.2763
C -0.3304 -0.7265 -1.0442
C 0.3129 0.7257 -1.0846
C 0.5567 1.8556 -0.0738
C 0.1185 0.1654 0.8960
C 0.8402 -0.4045 -0.3228
H 0.0658 -2.0646 1.5710
H -1.3714 -1.4030 2.0958
H -2.1133 -0.9594 -0.1724
H -0.2915 -1.1724 -2.0723
H 0.8469 1.0145 -2.0353
H 1.6097 2.0811 -0.5845
H -0.2581 2.6605 -0.0918
H -0.8224 0.6495 0.8520
H 1.7768 -0.9499 -0.3632
N -1.1783 -1.4633 -0.1070
O 0.8055 1.3134 1.2608
*
```

The molar mass is 111.1 g/mol. Its LUMO energy is 1.07 eV. For the HOMO-LUMO gap, the calculation gives 10.07 eV.

Atomic partial charges in e from the Löwdin method, atoms 1 to 6: C -0.0679; C -0.2382; C -0.1715; C -0.1447; C -0.3089; C -0.2104

---

#S
Computed, not measured: an isolated molecule of C6H9NO, with ωB97M-V/def2-TZVPD.

Structure (ORCA input):
```
! wB97M-V def2-TZVPD RIJCOSX def2/J DEFGRID3
* xyz 0 1
C 1.5381 -0.7184 -0.1078
C 1.7725 0.7978 -0.1875
C 0.3996 1.4526 0.0815
C -1.8456 -0.0347 -0.0783
C -1.2708 -1.4776 -0.1556
C 0.0908 -0.8127 0.2531
H 2.0697 1.0703 -1.1818
H 2.5534 1.0903 0.5475
H 0.2110 2.3574 -0.5068
H 0.2263 1.7272 1.0726
H -2.0958 0.3412 0.9459
H -2.6036 0.3340 -0.7674
H -1.7799 -2.2680 0.4444
H -1.2708 -1.8691 -1.2144
H 0.1022 -0.7890 1.3558
N -0.4525 0.3722 -0.4036
O 2.3555 -1.5737 -0.0977
*
```

The molar mass is 111.1 g/mol. Its LUMO energy is 1.05 eV. For the HOMO-LUMO gap, the calculation gives 9.98 eV.

Atomic partial charges in e from the Löwdin method, atoms 1 to 6: C -0.3600; C -0.0606; C -0.1699; C -0.1319; C -0.0809; C -0.2352

---

Energies relative to the most stable structure, in eV: #P 0.000; #Q 0.653; #R 5.661; #S 0.788.

---

#P
Computed, not measured: an isolated molecule of C6H9NO, with ωB97M-V/def2-TZVPD.

Structure (ORCA input):
```
! wB97M-V def2-TZVPD RIJCOSX def2/J DEFGRID3
* xyz 0 1
C -1.4060 -1.8120 -0.2324
C -0.7194 -0.4675 -0.4086
C -0.1219 -0.0373 1.0248
C 0.7904 -0.1814 -0.8247
C 0.8828 1.3140 -0.4140
C 0.2115 1.4214 0.7610
H -2.4043 -1.2462 0.2367
H -1.4754 -2.5283 -1.1863
H -0.9035 -2.4857 0.6764
H -1.4322 0.2360 -1.0431
H -0.5351 -0.5859 1.8806
H 1.1845 -0.7782 -1.7839
H 1.4594 1.9048 -1.3129
H 2.3137 2.4961 0.3711
H -0.6707 2.1215 1.0064
N 1.7661 1.3969 0.7087
O 1.0600 -0.7683 0.5401
*
```

The molar mass is 111.1 g/mol. Its LUMO energy is 0.74 eV. For the HOMO-LUMO gap, the calculation gives 9.88 eV.

Atomic partial charges in e from the Löwdin method, atoms 1 to 6: C -0.1103; C -0.3181; C -0.1876; C -0.1357; C -0.4044; C -0.2090

---

#Q
Computed, not measured: an isolated molecule of C6H9NO, with ωB97M-V/def2-TZVPD.

Structure (ORCA input):
```
! wB97M-V def2-TZVPD RIJCOSX def2/J DEFGRID3
* xyz 0 1
C -1.0230 -0.7490 -0.9428
C 0.0133 -1.0448 -0.1527
C 0.7835 -1.8553 0.7327
C -0.7158 0.4906 -0.2914
C 0.2243 1.5589 -0.9081
C -1.4502 1.1797 0.7908
N 2.0905 -1.8201 0.4228
O 0.2490 -2.5655 1.5882
H -1.6053 -1.1318 -1.8428
H -0.4755 2.0797 -1.5018
H 1.0463 1.2426 -1.3773
H 0.5383 2.3310 -0.1994
H -2.2462 0.5260 1.3545
H -2.0298 2.0712 0.5648
H -0.5997 1.5236 1.4311
H 2.4820 -1.2367 -0.3000
H 2.7186 -2.6003 0.6311
*
```

The molar mass is 111.1 g/mol. Its LUMO energy is 0.75 eV. For the HOMO-LUMO gap, the calculation gives 9.76 eV.

Atomic partial charges in e from the Löwdin method, atoms 1 to 6: C 0.0149; C 0.0312; C -0.5457; C -0.4166; C -0.0414; C -0.0794

---

#R
Computed, not measured: a structure of composition C6H9NO, with ωB97M-V/def2-TZVPD.

Structure (ORCA input):
```
! wB97M-V def2-TZVPD RIJCOSX def2/J DEFGRID3
* xyz 0 1
C 1.2614 1.1220 -0.2851
C -0.2704 1.2977 -0.1140
C -0.7880 -0.2058 -0.2579
C -1.9734 -0.6690 0.5338
C 0.2653 -1.0797 -0.6496
C 1.2051 -0.3355 0.1458
H 2.0931 1.7063 0.4567
H 1.7921 1.3185 -1.1914
H -0.4684 1.5876 1.0627
H -1.0998 2.2595 -0.7112
H -2.3959 0.0341 1.2595
H -2.2436 -1.7204 0.5166
H 0.5947 -0.7395 -1.6599
H 1.6401 -2.1134 0.7093
H 0.7664 -0.4068 1.2471
N 1.6745 -1.6340 -0.1937
O -2.0533 -0.4216 -0.8688
*
```

The molar mass is 111.1 g/mol. Its LUMO energy is 0.77 eV. For the HOMO-LUMO gap, the calculation gives 10.27 eV.

Atomic partial charges in e from the Löwdin method, atoms 1 to 6: C -0.1526; C -0.0945; C -0.5042; C -0.0654; C -0.1438; C -0.4250

---

Energies relative to the most stable structure, in eV: #P 4.503; #Q 0.000; #R 4.676.

---

#P
Computed, not measured: a structure of composition C6H9NO, with ωB97M-V/def2-TZVPD.

Structure (ORCA input):
```
! wB97M-V def2-TZVPD RIJCOSX def2/J DEFGRID3
* xyz 0 1
C 1.1814 1.1270 -0.9670
C 0.5617 0.0079 1.1671
C -1.0115 -0.1917 0.3243
C 0.8392 -0.1633 -0.2504
C -1.8339 0.8179 0.0372
C 1.2044 -1.3676 -0.8058
O -1.4087 -1.4573 0.6369
N 0.6986 -0.0752 2.3759
H -2.2842 -1.6306 0.2705
H -0.1358 -0.2198 2.9511
H 2.2222 1.1090 -1.2848
H 1.0392 2.0254 -0.3686
H 0.5364 1.2220 -1.8411
H -1.4671 1.8126 -0.1469
H -2.9016 0.6576 -0.0411
H 1.6719 -1.3746 -1.7783
H 1.0876 -2.2992 -0.2789
*
```

The molar mass is 111.1 g/mol. Its LUMO energy is 0.67 eV. For the HOMO-LUMO gap, the calculation gives 7.86 eV.

Atomic partial charges in e from the Löwdin method, atoms 1 to 6: C -0.0459; C -0.1707; C -0.3556; C -0.4250; C 0.0580; C 0.0288

---

#Q
Computed, not measured: an isolated molecule of C6H9NO, with ωB97M-V/def2-TZVPD.

Structure (ORCA input):
```
! wB97M-V def2-TZVPD RIJCOSX def2/J DEFGRID3
* xyz 0 1
C -0.0133 1.5382 1.1075
C 1.0771 -1.6990 -0.0871
C 1.0399 -0.2841 -0.6290
N -0.2192 0.6088 2.0683
C -0.2032 1.3249 -0.2429
C -1.6406 -0.1809 -1.6763
C -0.6453 0.1051 -0.8546
O 2.0077 0.1779 -1.1854
H 0.3446 2.4952 1.4587
H -0.0709 0.8179 3.0377
H -0.5750 -0.2813 1.7759
H -0.2209 2.1972 -0.8886
H 0.2286 -1.9251 0.5547
H 1.0523 -2.3933 -0.9252
H 2.0079 -1.8692 0.4595
H -1.6839 -1.1293 -2.1956
H -2.4858 0.4972 -1.7776
*
```

The molar mass is 111.1 g/mol. Its LUMO energy is 0.82 eV. For the HOMO-LUMO gap, the calculation gives 8.25 eV.

Atomic partial charges in e from the Löwdin method, atoms 1 to 6: C -0.1878; C -0.0290; C -0.3784; N 0.0793; C -0.1641; C 0.0478

---

#R
Computed, not measured: an isolated molecule of C6H9NO, with ωB97M-V/def2-TZVPD.

Structure (ORCA input):
```
! wB97M-V def2-TZVPD RIJCOSX def2/J DEFGRID3
* xyz 0 1
C 0.1130 1.8836 0.7303
C -0.0089 0.4969 1.3239
C -0.7876 -0.4407 0.4372
C -0.5748 -1.9122 0.5142
C -0.1811 -1.0684 -0.7269
C 0.3216 -1.0939 -1.9039
H 0.8586 2.7936 -0.8728
H 1.2470 1.1392 -0.8546
H -0.5152 0.6047 2.2901
H 1.0002 0.1448 1.4942
H -1.8215 -0.1507 0.2084
H 0.2911 -2.3658 0.9814
H -1.3918 -2.5953 0.3128
H 0.3519 -0.1858 -2.5057
H 0.5457 -2.0893 -2.2368
N 1.0344 1.9695 -0.3178
O -0.4825 2.8696 1.1261
*
```

The molar mass is 111.1 g/mol. Its LUMO energy is 0.88 eV. For the HOMO-LUMO gap, the calculation gives 10.65 eV.

Atomic partial charges in e from the Löwdin method, atoms 1 to 6: C -0.5171; C -0.0811; C -0.2680; C -0.0358; C -0.2666; C 0.0326

---

Energies relative to the most stable structure, in eV: #P 3.403; #Q 2.075; #R 0.000.